(1)
Here is a cluster of 6 separate species, C30H32FN7PS in total from the Open Molecules 2025 dataset. Energies are from the ωB97M-V functional and the def2-TZVPD basis.

Structure (ORCA input):
```
! wB97M-V def2-TZVPD RIJCOSX def2/J DEFGRID3
* xyz 1 1
N 1.03 3.52 5.06
C 0.92 3.05 3.73
C 0.69 1.71 3.49
C 0.63 1.29 2.17
F 0.45 0.02 1.91
C 0.79 2.17 1.10
C 1.00 3.48 1.42
P 1.28 4.76 0.12
S 2.38 6.16 0.91
N 1.06 3.90 2.69
H 1.74 4.24 5.10
H 0.13 3.91 5.33
H 0.57 1.06 4.35
H 0.73 1.81 0.08
H 1.96 4.07 -0.91
H 0.06 5.23 -0.41
H 1.23 4.89 2.90
N 3.18 -2.95 3.31
C 2.42 -2.32 2.43
C 2.67 -2.30 1.06
C 3.79 -2.97 0.60
C 4.60 -3.63 1.50
C 4.25 -3.60 2.84
H 1.55 -1.81 2.84
H 2.01 -1.77 0.39
H 4.03 -2.98 -0.46
H 5.48 -4.17 1.17
H 4.85 -4.11 3.59
N -2.50 3.79 -0.33
C -3.64 3.97 -0.99
C -4.84 4.31 -0.37
C -4.85 4.47 1.01
C -3.67 4.28 1.71
C -2.53 3.94 0.99
H -3.59 3.84 -2.06
H -5.74 4.45 -0.95
H -5.76 4.73 1.52
H -3.64 4.38 2.78
H -1.59 3.79 1.51
N -7.71 1.92 1.01
C -6.88 1.44 0.09
C -7.18 0.37 -0.74
C -8.41 -0.24 -0.60
C -9.29 0.25 0.35
C -8.90 1.33 1.13
H -5.92 1.95 0.02
H -6.46 0.03 -1.48
H -8.69 -1.07 -1.23
H -10.27 -0.20 0.49
H -9.55 1.74 1.88
N 4.49 -1.77 -2.80
C 4.21 -0.76 -1.96
C 3.44 0.33 -2.32
C 2.94 0.40 -3.61
C 3.22 -0.64 -4.49
C 4.00 -1.69 -4.03
H 4.63 -0.85 -0.97
H 3.24 1.12 -1.60
H 2.33 1.24 -3.92
H 2.85 -0.62 -5.50
H 4.25 -2.52 -4.68
N 4.77 -5.94 -2.05
C 4.42 -7.22 -2.10
C 3.18 -7.67 -2.53
C 2.25 -6.74 -2.94
C 2.59 -5.39 -2.90
C 3.86 -5.05 -2.45
H 5.18 -7.92 -1.77
H 2.96 -8.73 -2.55
H 1.27 -7.05 -3.28
H 1.89 -4.63 -3.21
H 4.17 -4.01 -2.41
*
```

- LUMO energy: -0.1660 Eh

(2)
Here is a structure of composition C30H32N3O8P2S2SbSc from the Open Molecules 2025 dataset. Energies are from the ωB97M-V functional and the def2-TZVPD basis.

Structure (ORCA input):
```
! wB97M-V def2-TZVPD RIJCOSX def2/J DEFGRID3
* xyz 1 1
Sc 0.19 1.87 -1.36
C 3.67 2.70 1.70
C 2.16 2.81 1.59
O 1.56 3.17 2.86
P 1.61 4.14 0.40
O 0.62 5.03 1.23
O 2.87 5.05 0.12
O 0.99 3.74 -0.91
P 1.36 1.30 0.91
O 1.97 1.14 -0.49
O 1.52 0.13 1.85
O -0.09 1.77 0.64
H 4.11 3.64 2.01
H 4.10 2.39 0.74
H 3.91 1.93 2.44
H 1.33 2.37 3.35
H 0.72 4.91 2.19
H 3.23 4.95 -0.78
H 2.56 -0.68 -0.34
O -0.10 0.08 -2.21
N 0.53 -0.38 -3.29
C 0.40 -1.70 -3.56
C 1.03 -2.26 -4.63
C 1.80 -1.44 -5.45
C 1.92 -0.10 -5.16
C 1.27 0.47 -4.05
S 1.38 2.14 -3.65
H -0.21 -2.25 -2.86
H 0.91 -3.32 -4.82
H 2.32 -1.85 -6.31
H 2.51 0.56 -5.78
S 2.55 -2.04 -0.22
Sb 0.63 -2.08 1.17
C 1.27 -2.61 3.09
C 0.33 -2.84 4.08
C 0.75 -3.28 5.33
C 2.10 -3.48 5.58
C 3.03 -3.25 4.58
C 2.62 -2.81 3.32
C -1.18 -1.04 1.21
C -1.99 -1.04 0.08
C -3.17 -0.31 0.10
C -3.53 0.39 1.25
C -2.72 0.36 2.38
C -1.53 -0.35 2.36
C -0.12 -3.94 0.45
C 0.66 -4.81 -0.31
C 0.17 -6.06 -0.68
C -1.11 -6.45 -0.28
C -1.89 -5.59 0.48
C -1.40 -4.34 0.85
H -0.73 -2.70 3.90
H 0.02 -3.46 6.11
H 2.42 -3.83 6.55
H 4.09 -3.41 4.77
H 3.35 -2.62 2.55
H -1.72 -1.61 -0.80
H -3.80 -0.29 -0.77
H -4.45 0.97 1.26
H -3.01 0.90 3.28
H -0.87 -0.34 3.23
H 1.66 -4.52 -0.63
H 0.78 -6.73 -1.27
H -1.49 -7.42 -0.57
H -2.88 -5.90 0.79
H -2.02 -3.69 1.45
N -4.21 6.05 -2.89
C -3.41 5.00 -2.56
C -3.05 4.74 -1.23
C -2.25 3.67 -0.95
N -1.77 2.83 -1.88
C -2.12 3.07 -3.16
C -2.93 4.11 -3.54
H -4.51 6.70 -2.19
H -4.44 6.24 -3.84
H -3.39 5.39 -0.42
H -1.97 3.45 0.07
H -1.73 2.39 -3.90
H -3.17 4.25 -4.58
*
```

- Energy relative to the best compared isomer or geometry (same formula, charge and spin): 79.1 kJ/mol
- LUMO energy: -0.0889 Eh

(3)
Here is a cluster of 6 separate species, C30H32NO21P in total from the Open Molecules 2025 dataset. Energies are from the ωB97M-V functional and the def2-TZVPD basis.

Structure (ORCA input):
```
! wB97M-V def2-TZVPD RIJCOSX def2/J DEFGRID3
* xyz 0 1
O 6.70 -0.63 1.72
C 5.74 -0.68 2.39
C 4.50 0.22 2.20
C 3.37 0.14 2.95
O 2.27 0.92 2.76
C 3.20 -0.86 4.10
O 2.19 -1.18 4.67
C 4.36 -1.73 4.14
C 5.48 -1.61 3.43
O 6.45 -2.54 3.62
H 4.50 1.08 1.55
H 1.63 0.74 3.46
H 4.33 -2.54 4.86
H 7.21 -2.37 3.06
O 6.38 5.13 1.30
C 6.22 4.75 0.14
C 5.18 3.82 -0.24
C 5.06 3.22 -1.47
O 4.14 2.23 -1.69
C 6.08 3.40 -2.55
O 6.08 2.68 -3.59
C 7.13 4.39 -2.19
C 7.11 5.04 -1.01
O 8.20 5.76 -0.72
H 4.44 3.45 0.45
H 4.21 2.09 -2.63
H 7.96 4.48 -2.88
H 8.29 6.47 -1.35
O -0.97 -5.04 -0.93
C -2.11 -5.51 -0.77
C -2.31 -6.86 -1.18
C -3.45 -7.60 -0.95
O -3.53 -8.90 -1.37
C -4.67 -6.93 -0.45
O -5.70 -7.52 -0.29
C -4.60 -5.46 -0.21
C -3.39 -4.87 -0.30
O -3.16 -3.61 0.16
H -1.51 -7.44 -1.61
H -4.38 -9.18 -1.03
H -5.54 -4.99 0.03
H -2.24 -3.36 0.05
O -0.71 6.20 -0.67
C -1.23 5.23 -0.03
C -0.57 4.23 0.68
C -1.17 3.65 1.73
O -0.47 2.65 2.36
C -2.60 3.80 2.19
O -3.15 3.18 3.12
C -3.35 4.71 1.36
C -2.71 5.36 0.40
O -3.36 6.30 -0.35
H 0.42 4.00 0.32
H -1.03 2.00 2.79
H -4.39 4.90 1.55
H -2.85 6.74 -1.04
C -6.26 -3.33 -2.38
O -5.81 -2.29 -1.52
P -4.85 -1.13 -2.11
O -5.21 -0.72 -3.49
O -5.11 0.02 -1.05
C -4.78 -0.08 0.30
O -3.34 -1.57 -1.91
C -2.34 -1.28 -2.79
H -6.40 -3.00 -3.41
H -7.29 -3.64 -2.25
H -5.66 -4.23 -2.27
H -5.46 -0.76 0.81
H -5.04 0.88 0.75
H -3.78 -0.41 0.55
H -2.72 -1.57 -3.77
H -1.49 -1.87 -2.45
H -2.15 -0.21 -2.71
C 1.60 0.79 -0.18
N 0.22 0.12 -0.11
C -0.78 0.86 -0.81
C 0.06 -1.04 0.52
O -0.95 -1.69 0.46
H 1.53 1.78 0.28
H 2.06 0.81 -1.17
H 2.26 0.26 0.50
H -0.62 1.87 -0.43
H -0.61 0.82 -1.88
H -1.76 0.50 -0.48
H 0.98 -1.43 0.98
*
```

- Energy relative to the best compared isomer or geometry (same formula, charge and spin): 259.5 kJ/mol
- LUMO energy: -0.0835 Eh
- SMILES string: O=C1C=C(O)C(=O)C=C1O.O=C1C=C(O)C(=O)C=C1O.O=C1C=C(O)C(=O)C=C1O.O=C1C=C(O)C(=O)C=C1O.COP(=O)(OC)OC.CN(C)C=O

(4)
Here is a structure of composition C30H33AlFN4O4Sb from the Open Molecules 2025 dataset. Energies are from the ωB97M-V functional and the def2-TZVPD basis.

Structure (ORCA input):
```
! wB97M-V def2-TZVPD RIJCOSX def2/J DEFGRID3
* xyz 2 1
Al -2.88 1.16 2.27
C 4.18 1.19 -0.89
C 2.79 1.84 -1.02
C 2.51 2.13 -2.48
C 2.16 0.82 -3.16
C 0.91 0.32 -2.51
C -0.02 -0.24 -3.34
C -1.27 -0.67 -2.85
F -2.14 -1.25 -3.67
C -1.57 -0.45 -1.55
C -0.64 0.17 -0.64
C -1.29 0.54 0.53
O -2.60 0.67 0.57
C -0.32 2.17 2.00
C 1.19 2.39 1.72
N 1.70 1.07 -0.38
C 0.71 0.50 -1.09
C -0.97 2.75 3.26
O -0.46 3.47 4.04
O -2.27 2.37 3.29
H 4.89 1.85 -1.38
H 4.22 0.23 -1.38
H 4.51 1.08 0.13
H 2.83 2.79 -0.47
H 3.39 2.59 -2.94
H 1.68 2.84 -2.59
H 2.97 0.10 -3.06
H 1.98 0.97 -4.23
H 0.19 -0.35 -4.39
H -2.54 -0.75 -1.16
H 1.76 2.73 2.58
C 0.75 -3.61 -3.64
C 1.57 -3.09 -2.51
C 1.03 -2.90 -1.24
C 1.79 -2.45 -0.18
C 3.13 -2.14 -0.36
N 3.99 -1.63 0.63
C 3.78 -0.98 1.79
O 4.65 -0.47 2.44
N 2.41 -0.96 2.24
C 1.46 -0.07 1.87
C 1.86 1.15 1.08
C 0.73 3.46 0.74
C -0.57 3.18 0.89
N -0.78 0.79 1.83
C 0.17 -0.19 2.25
C 3.69 -2.35 -1.62
C 2.93 -2.81 -2.67
H -0.18 -4.04 -3.29
H 1.31 -4.37 -4.18
H 0.51 -2.82 -4.35
H -0.01 -3.15 -1.07
H 1.32 -2.38 0.79
H 4.97 -1.67 0.38
H 2.21 -1.56 3.02
H 2.94 1.27 1.24
H 1.26 4.19 0.17
H -1.48 3.59 0.50
H -0.21 -1.00 2.85
H 4.75 -2.17 -1.77
H 3.40 -2.99 -3.63
C -6.42 0.18 4.30
Sb -5.25 0.04 2.52
C -5.43 -1.97 1.79
C -6.26 1.16 1.00
H -7.44 -0.12 4.08
H -6.41 1.21 4.66
H -6.01 -0.47 5.07
H -6.46 -2.11 1.45
H -5.22 -2.69 2.58
H -4.75 -2.12 0.96
H -7.19 0.66 0.71
H -5.61 1.23 0.13
H -6.49 2.16 1.37
*
```

- Energy relative to the best compared isomer or geometry (same formula, charge and spin): 535.9 kJ/mol
- LUMO energy: -0.2580 Eh

(5)
Here is a structure of composition C30H33AuN5O2 from the Open Molecules 2025 dataset. Energies are from the ωB97M-V functional and the def2-TZVPD basis.

Structure (ORCA input):
```
! wB97M-V def2-TZVPD RIJCOSX def2/J DEFGRID3
* xyz 1 3
Au -0.79 1.38 -1.02
N -2.44 2.67 -0.14
C -3.75 2.12 -0.54
C -3.68 1.26 -1.79
O -4.69 0.96 -2.36
O -2.49 0.85 -2.18
H -2.35 2.73 0.86
H -2.32 3.62 -0.50
H -4.49 2.90 -0.71
H -4.11 1.48 0.26
C 2.29 -2.07 1.92
C 1.71 -3.42 1.60
C 2.49 -4.57 1.70
C 1.97 -5.83 1.46
C 0.63 -5.97 1.10
C -0.16 -4.84 0.97
C 0.38 -3.58 1.21
N -0.49 -2.45 1.09
C -0.24 -1.40 0.26
N 0.62 -1.66 -0.73
C 1.13 -0.87 -1.79
C 0.72 0.43 -2.06
C 1.30 1.13 -3.11
C 2.27 0.53 -3.90
C 2.66 -0.77 -3.63
C 2.11 -1.49 -2.58
C 2.55 -2.91 -2.31
N -0.82 -0.23 0.47
C -1.82 -0.07 1.46
C -1.51 0.66 2.61
C -2.47 0.89 3.57
C -3.76 0.39 3.38
C -4.06 -0.33 2.24
C -3.11 -0.58 1.25
C -3.47 -1.35 0.01
H 3.18 -2.18 2.54
H 1.58 -1.46 2.47
H 2.58 -1.52 1.02
H 3.53 -4.47 2.00
H 2.60 -6.70 1.56
H 0.21 -6.95 0.92
H -1.20 -4.92 0.67
H -1.19 -2.30 1.81
H 0.94 -2.61 -0.73
H 0.99 2.15 -3.32
H 2.71 1.08 -4.72
H 3.41 -1.24 -4.25
H 3.32 -3.20 -3.02
H 1.72 -3.62 -2.43
H 2.96 -3.03 -1.31
H -0.49 1.01 2.75
H -2.23 1.44 4.47
H -4.52 0.57 4.12
H -5.07 -0.71 2.10
H -4.53 -1.26 -0.20
H -3.25 -2.41 0.13
H -2.92 -1.00 -0.86
N 1.08 2.38 0.22
C 1.53 3.72 -0.10
C 2.84 4.10 0.13
C 3.26 5.38 -0.19
C 2.36 6.29 -0.74
C 1.05 5.91 -0.98
C 0.64 4.62 -0.67
H 1.86 1.74 0.16
H 0.71 2.33 1.17
H 3.54 3.39 0.56
H 4.28 5.67 -0.01
H 2.69 7.29 -0.99
H 0.36 6.61 -1.43
H -0.37 4.30 -0.90
*
```

- LUMO energy (alpha / beta): -0.0793 / -0.2006 Eh

(6)
Here is a structure of composition C30H33BClFeN8O2 from the Open Molecules 2025 dataset. Energies are from the ωB97M-V functional and the def2-TZVPD basis.

Structure (ORCA input):
```
! wB97M-V def2-TZVPD RIJCOSX def2/J DEFGRID3
* xyz -1 5
Fe 0.14 0.33 0.83
C 0.31 -3.94 1.05
C 0.66 -2.48 1.02
N -0.27 -1.52 1.16
N -1.55 -1.85 1.46
C -2.25 -0.75 1.65
O -1.77 0.45 1.58
C -3.70 -0.91 1.93
C -4.45 0.21 2.29
C -5.81 0.11 2.50
C -6.46 -1.11 2.35
C -5.72 -2.23 1.99
C -4.35 -2.14 1.78
C 1.97 -2.01 0.89
C 3.13 -2.84 0.89
C 4.37 -2.28 0.95
C 4.51 -0.88 1.01
C 3.35 -0.13 0.95
N 2.13 -0.64 0.87
H -0.77 -4.04 0.97
H 0.62 -4.42 1.98
H 0.78 -4.47 0.22
H -3.93 1.16 2.38
H -6.38 0.99 2.79
H -7.53 -1.19 2.52
H -6.21 -3.19 1.87
H -3.77 -3.00 1.49
H 3.01 -3.92 0.87
H 5.25 -2.91 0.96
H 5.47 -0.41 1.08
H 3.40 0.96 0.97
B 1.12 3.60 2.40
N 1.21 2.29 3.24
C 1.63 2.29 4.52
C 1.58 0.99 4.99
C 1.11 0.25 3.89
N 0.89 1.05 2.86
N 0.61 3.39 0.93
C 0.43 4.45 0.13
C -0.04 4.00 -1.10
C -0.11 2.62 -0.95
N 0.29 2.27 0.28
H 0.33 4.35 2.95
H 2.22 4.10 2.34
H 1.94 3.20 5.01
H 1.84 0.63 5.97
H 0.92 -0.80 3.80
H 0.64 5.44 0.48
H -0.29 4.60 -1.96
H -0.43 1.87 -1.65
C -4.79 -0.46 -2.21
N -3.37 -0.20 -2.39
C -2.88 0.47 -3.58
C -2.51 -0.48 -1.38
O -1.32 -0.23 -1.40
H -5.35 0.10 -2.96
H -5.12 -0.14 -1.22
H -5.02 -1.52 -2.32
H -3.57 0.29 -4.40
H -1.90 0.07 -3.84
H -2.77 1.54 -3.43
H -3.00 -0.98 -0.54
Cl 6.14 -0.26 -6.43
C 4.95 -0.14 -5.17
C 5.08 0.84 -4.19
C 4.14 0.95 -3.20
C 3.01 0.08 -3.14
C 2.05 0.19 -2.14
C 2.93 -0.92 -4.16
C 3.87 -1.02 -5.15
H 5.93 1.52 -4.21
H 4.23 1.71 -2.43
H 1.20 -0.47 -2.09
H 2.14 0.95 -1.37
H 2.09 -1.61 -4.13
H 3.79 -1.78 -5.91
*
```

- Energy relative to the best compared isomer or geometry (same formula, charge and spin): 59.2 kJ/mol
- LUMO energy (alpha / beta): 0.0903 / 0.0638 Eh

Here are the calculated max |F| numbers, same order: 0.03733; 0.02338; 0.10969; 0.02113; 0.00905; 0.03062 (Eh/bohr).